Record 1
DFT (ωB97M-V with the def2-TZVPD basis set) results for 4 unconnected molecules or ions with the total composition C29H59O6PS.

Results
Lowest unoccupied orbital energy: -1.57 eV
Structure (SMILES): CCOCCCCCC1=C(P(O)(O)=S)C(=O)OC1=O.CCCCCC.CCCCCC.CCCCCC
Orbital gap: 8.015 eV
ΔE to the lowest compared entry with this formula, charge and spin: 48.2 kJ/mol

Last column: Mulliken charge in e.
Geometry (Å):
C  1.573  -3.298  -0.085  -0.7952
C  1.232  -4.669  -0.648  -0.5658
O  1.654  -5.765  0.142  -0.5096
C  1.329  -5.676  1.501  -0.2425
C  -0.154  -5.542  1.819  -0.3989
C  -0.354  -4.864  3.165  0.1332
C  0.273  -5.610  4.340  -1.1702
C  0.689  -4.677  5.476  -1.0574
C  1.973  -4.052  5.175  0.5794
C  2.266  -2.782  4.905  0.2138
P  1.275  -1.282  4.778  0.9329
O  1.743  -0.253  5.865  -0.5117
O  1.804  -0.583  3.432  -0.2180
S  -0.623  -1.538  4.659  -0.3527
C  3.732  -2.663  4.689  0.0854
O  4.408  -1.690  4.468  -0.5047
O  4.269  -3.942  4.806  -0.3204
C  3.265  -4.809  5.095  0.2399
O  3.421  -6.001  5.261  -0.5481
H  0.727  -2.908  0.467  -0.0436
H  2.392  -3.333  0.611  0.4285
H  1.782  -2.589  -0.867  0.5088
H  1.727  -4.778  -1.598  0.4021
H  0.169  -4.752  -0.830  0.3457
H  1.887  -4.893  2.011  0.0573
H  1.677  -6.597  1.938  0.3541
H  -0.613  -6.517  1.857  0.3046
H  -0.689  -4.944  1.097  0.1221
H  0.001  -3.844  3.118  -0.3171
H  -1.419  -4.832  3.339  0.4802
H  1.092  -6.246  4.056  0.5904
H  -0.474  -6.273  4.750  0.5087
H  -0.074  -3.969  5.735  0.4332
H  0.845  -5.307  6.345  0.4412
H  1.363  -0.488  6.717  0.3719
H  1.627  -1.257  2.768  0.1275
C  -2.704  -2.382  1.051  -0.9862
C  -3.231  -2.404  -0.381  -0.6310
C  -2.233  -1.846  -1.395  -0.2949
C  -1.849  -0.381  -1.181  -0.4136
C  -3.021  0.599  -1.187  -0.5511
C  -3.775  0.635  -2.513  -1.0122
H  -2.499  -1.366  1.389  0.2890
H  -3.429  -2.816  1.740  0.4683
H  -1.779  -2.959  1.132  0.0165
H  -4.175  -1.856  -0.432  0.3235
H  -3.464  -3.436  -0.658  0.3957
H  -2.639  -1.976  -2.401  0.4214
H  -1.319  -2.450  -1.362  -0.0668
H  -1.142  -0.091  -1.964  0.3804
H  -1.308  -0.279  -0.236  0.1290
H  -2.635  1.599  -0.974  0.4044
H  -3.715  0.364  -0.375  0.2432
H  -3.108  0.915  -3.331  0.0753
H  -4.582  1.367  -2.475  0.4102
H  -4.221  -0.332  -2.753  0.3082
C  -3.152  6.023  -7.597  -1.2041
C  -3.520  4.932  -6.595  -0.3543
C  -2.484  4.748  -5.489  -0.5615
C  -1.097  4.316  -5.970  -0.6877
C  -1.072  3.014  -6.770  -0.4176
C  -1.555  1.806  -5.974  -1.1077
H  -2.223  5.794  -8.121  0.2830
H  -3.933  6.136  -8.350  0.3754
H  -3.029  6.985  -7.096  0.2976
H  -3.682  3.989  -7.124  0.2464
H  -4.477  5.188  -6.133  0.3593
H  -2.863  4.020  -4.766  0.2070
H  -2.381  5.688  -4.938  0.3696
H  -0.447  4.206  -5.096  0.3591
H  -0.654  5.112  -6.574  0.3193
H  -0.047  2.833  -7.102  0.3499
H  -1.671  3.117  -7.679  0.2579
H  -0.940  1.659  -5.083  0.2927
H  -1.495  0.899  -6.576  0.3900
H  -2.593  1.921  -5.657  0.2089
C  2.860  2.523  3.772  -1.1246
C  2.306  2.555  2.355  0.0810
C  3.296  3.104  1.328  -0.8198
C  3.721  4.556  1.552  -0.7662
C  2.573  5.562  1.586  -0.3305
C  1.787  5.633  0.280  -1.1785
H  3.111  3.520  4.139  0.4148
H  2.126  2.098  4.456  0.1910
H  3.760  1.906  3.820  0.2711
H  1.378  3.134  2.331  0.2425
H  2.037  1.539  2.067  0.0371
H  2.864  3.001  0.329  0.3408
H  4.193  2.476  1.331  0.3783
H  4.418  4.840  0.757  0.4080
H  4.286  4.631  2.485  0.2942
H  2.986  6.551  1.803  0.3751
H  1.893  5.331  2.410  0.2511
H  2.441  5.909  -0.551  0.2984
H  0.997  6.382  0.345  0.3755
H  1.316  4.679  0.040  0.2631

***

Record 2
DFT (ωB97M-V with the def2-TZVPD basis set) results for a molecular structure, C42H97N5O8Y.

Results
Lowest unoccupied orbital energy: -7.58 eV
Orbital gap: 1.243 eV
Net charge: +1

Last column: Mulliken charge in e.
Geometry (Å):
Y  -12.991  -16.683  -17.291  0.9916
C  -20.870  -16.179  -14.900  -1.2101
C  -19.635  -17.025  -15.297  0.5607
C  -20.149  -18.137  -16.307  -1.1748
O  -18.463  -16.514  -15.942  -0.4429
H  -21.598  -16.830  -14.416  0.3595
H  -21.475  -15.869  -15.752  0.3402
H  -20.614  -15.412  -14.169  0.3240
H  -19.254  -17.480  -14.382  0.2229
H  -19.406  -18.934  -16.301  0.3195
H  -20.340  -17.733  -17.301  0.3532
H  -21.072  -18.626  -15.993  0.3524
C  -15.091  -22.409  -21.563  -1.1286
C  -13.858  -22.629  -20.579  0.5580
C  -12.586  -23.069  -21.265  -1.1324
O  -13.716  -21.516  -19.720  -0.4528
H  -15.078  -21.664  -22.359  0.3323
H  -15.979  -22.267  -20.947  0.3267
H  -15.301  -23.359  -22.054  0.3488
H  -14.229  -23.395  -19.898  0.1654
H  -11.851  -23.560  -20.626  0.3172
H  -12.056  -22.275  -21.791  0.3110
H  -12.824  -23.847  -21.990  0.3272
C  -17.795  -26.592  -15.643  -0.5541
O  -16.876  -25.715  -15.011  -0.4961
H  -18.508  -26.037  -16.253  0.2512
H  -17.234  -27.010  -16.479  0.2564
H  -18.137  -27.459  -15.079  0.2559
H  -16.697  -24.948  -15.559  0.2866
C  -9.951  -18.188  -11.163  -1.5729
C  -9.989  -17.884  -12.612  0.5725
C  -9.074  -18.762  -13.481  -0.8561
O  -9.315  -18.749  -14.845  -0.2946
C  -8.494  -19.885  -15.364  -0.7688
N  -11.376  -17.995  -13.133  -0.6279
H  -10.733  -17.671  -10.607  0.3934
H  -8.953  -17.958  -10.789  0.3867
H  -10.085  -19.235  -10.891  0.3983
H  -9.614  -16.860  -12.603  0.2498
H  -9.245  -19.767  -13.094  0.3073
H  -8.027  -18.469  -13.405  0.3464
H  -8.758  -19.832  -16.420  0.2496
H  -8.824  -20.858  -15.000  0.3434
H  -7.421  -19.711  -15.279  0.3190
H  -11.799  -18.798  -12.689  0.2735
H  -11.795  -17.259  -12.583  0.2999
C  -13.043  -14.403  -23.969  -1.4688
C  -12.530  -15.132  -22.772  0.2901
C  -11.101  -14.718  -22.528  -0.8748
O  -10.693  -15.349  -21.340  -0.2469
C  -9.292  -15.271  -21.196  -0.8208
N  -13.364  -14.972  -21.595  -0.5841
H  -14.015  -14.716  -24.348  0.3841
H  -12.374  -14.472  -24.826  0.3614
H  -12.993  -13.366  -23.637  0.4123
H  -12.624  -16.190  -23.017  0.2640
H  -10.957  -13.642  -22.435  0.3749
H  -10.505  -15.016  -23.391  0.4091
H  -8.906  -14.262  -21.051  0.2919
H  -8.910  -15.771  -22.086  0.3396
H  -8.922  -15.966  -20.442  0.2850
H  -13.494  -13.970  -21.620  0.2981
H  -14.269  -15.173  -21.997  0.2967
C  -7.385  -32.865  -23.299  -1.5823
C  -6.136  -31.892  -23.166  1.2328
C  -5.039  -32.183  -24.254  -1.1778
C  -5.435  -31.806  -25.615  -0.6007
C  -5.575  -30.260  -25.625  -1.2002
C  -6.629  -29.752  -24.579  1.5903
N  -6.370  -30.437  -23.314  0.3328
O  -7.154  -29.965  -22.134  -0.5012
C  -6.424  -28.207  -24.439  -2.0492
C  -8.101  -29.935  -25.207  -1.6465
C  -5.485  -32.261  -21.839  -1.8937
H  -8.234  -32.558  -22.689  0.3877
H  -7.039  -33.865  -23.039  0.3924
H  -7.855  -32.702  -24.269  0.3112
H  -4.077  -31.733  -24.010  0.4489
H  -4.651  -33.200  -24.304  0.4521
H  -6.349  -32.362  -25.824  0.2545
H  -4.594  -32.077  -26.253  0.3834
H  -5.797  -29.998  -26.659  0.3784
H  -4.623  -29.731  -25.581  0.4791
H  -7.252  -27.703  -23.941  0.5026
H  -5.465  -27.811  -24.105  0.4213
H  -6.414  -27.698  -25.403  0.4588
H  -8.326  -29.259  -26.032  0.4002
H  -8.204  -30.988  -25.471  0.2967
H  -8.802  -29.736  -24.396  0.3852
H  -6.104  -32.159  -20.948  0.3740
H  -4.684  -31.541  -21.671  0.4423
H  -5.100  -33.275  -21.730  0.3872
H  -6.837  -29.063  -22.049  0.3399
C  -14.085  -22.833  -29.887  -2.0577
C  -13.573  -21.354  -29.867  1.3299
C  -12.309  -21.334  -28.902  -0.9640
C  -11.443  -20.097  -29.115  -0.7757
C  -10.971  -20.104  -30.613  -1.3212
C  -12.156  -20.042  -31.587  1.3488
N  -13.155  -21.139  -31.243  0.3028
O  -14.150  -21.307  -32.118  -0.5129
C  -12.818  -18.663  -31.676  -1.5237
C  -11.505  -20.287  -32.975  -1.8608
C  -14.783  -20.374  -29.443  -1.5002
H  -14.283  -23.269  -28.908  0.4038
H  -13.571  -23.662  -30.374  0.3840
H  -15.066  -22.820  -30.364  0.5500
H  -12.634  -21.193  -27.871  0.3773
H  -11.765  -22.279  -28.906  0.3682
H  -10.539  -20.204  -28.515  0.4493
H  -11.688  -19.088  -28.787  0.3410
H  -10.329  -20.982  -30.690  0.3808
H  -10.225  -19.382  -30.945  0.5663
H  -13.409  -18.439  -30.788  0.2896
H  -11.989  -17.961  -31.773  0.4128
H  -13.633  -18.608  -32.396  0.3618
H  -10.831  -21.143  -32.961  0.4465
H  -12.235  -20.494  -33.758  0.3852
H  -10.903  -19.445  -33.317  0.4011
H  -15.182  -20.670  -28.473  0.3921
H  -15.568  -20.591  -30.167  0.3459
H  -14.505  -19.321  -29.502  0.3190
H  -14.324  -22.222  -32.348  0.3601
C  -26.073  -24.526  -24.227  -1.8707
C  -25.101  -23.355  -24.316  1.5852
C  -25.130  -22.968  -25.787  -1.2267
C  -26.315  -22.140  -26.247  -0.6594
C  -26.381  -20.877  -25.326  -1.2362
C  -26.526  -21.200  -23.745  1.6021
N  -25.437  -22.195  -23.381  0.2193
O  -25.475  -22.575  -22.094  -0.5082
C  -26.139  -19.912  -23.057  -1.8443
C  -27.852  -21.730  -23.376  -1.5528
C  -23.650  -23.921  -24.082  -1.8935
H  -26.439  -24.744  -23.224  0.4230
H  -25.663  -25.493  -24.517  0.4296
H  -27.011  -24.362  -24.756  0.3614
H  -24.266  -22.355  -26.048  0.3606
H  -25.062  -23.918  -26.317  0.4948
H  -27.190  -22.728  -25.969  0.2776
H  -26.409  -21.936  -27.314  0.4143
H  -27.316  -20.409  -25.633  0.4313
H  -25.567  -20.165  -25.459  0.3530
H  -26.053  -20.294  -22.039  0.4448
H  -25.209  -19.457  -23.397  0.3752
H  -26.910  -19.149  -22.951  0.3660
H  -28.653  -21.275  -23.958  0.3569
H  -27.947  -22.796  -23.583  0.3342
H  -28.102  -21.583  -22.326  0.3371
H  -23.358  -24.554  -24.920  0.3720
H  -23.692  -24.465  -23.138  0.4384
H  -22.905  -23.125  -24.064  0.4610
H  -24.671  -22.282  -21.659  0.3541